Record 1
15
Properties=species:S:1:pos:R:3:forces:R:3:lowdin_charge:R:1 method="wB97M-V/def2-TZVPD" lumo_ha=0.15082 e_homo_ha=-0.162 total_charge=-1 de_lowest_kcal_mol=26.23 orbital_gap_ev=8.5
O -0.6938 -0.6798 3.1779 -0.26 -0.18 0.21 -0.036
C 0.0929 -0.8224 2.2588 0.50 0.07 -0.37 -0.421
N -0.1393 -1.5011 1.1128 -0.56 0.08 -0.01 0.030
C 0.5148 -1.2604 -0.2340 0.13 0.73 0.03 -0.432
O 0.0190 -0.2263 -0.9244 -0.18 -0.02 0.73 -0.302
H 1.1141 -0.4113 2.3484 0.04 0.00 -0.28 0.126
H -1.1200 -1.7494 1.0415 0.03 0.00 -0.08 0.121
H 0.3251 -2.1944 -0.7884 0.48 -0.34 0.27 0.089
H 1.5930 -1.1290 0.0387 -0.21 -0.40 -0.20 0.101
H -0.9891 1.6499 -2.8924 0.46 -0.29 0.17 0.021
H 0.1635 0.9237 -2.1183 -0.29 -0.48 -0.10 -0.030
O -0.0317 1.5046 -2.8951 -0.17 0.65 -0.22 -0.129
H -0.2165 2.4745 -0.6053 0.21 0.32 -0.95 -0.023
H -0.2965 1.2227 0.1894 0.09 -0.02 -0.36 -0.010
O -0.3355 2.1987 0.2904 -0.25 -0.12 1.16 -0.103



Record 2
39
Properties=species:S:1:pos:R:3:forces:R:3:lowdin_charge:R:1 method="wB97M-V/def2-TZVPD" lumo_ha="-0.08666 / -0.26909" e_homo_ha="-0.450 / -0.450" total_charge=+1 de_lowest_kcal_mol=0.00 orbital_gap_ev="9.9 / 4.9" multiplicity=2
Mg 0.1780 0.6360 -0.8012 -0.53 -0.68 -1.50 0.038
I 0.0570 2.8375 0.7002 -0.16 0.81 0.46 0.739
Cl 0.2082 0.3359 -3.0473 -0.05 0.11 0.07 -0.005
C -4.0782 -0.7569 0.2891 1.93 0.35 -1.27 0.025
O -4.3193 0.0510 -0.9166 -1.18 -0.28 -0.17 0.025
C -3.3501 0.7798 -1.4400 0.44 1.95 1.86 -0.551
O -2.2251 0.8544 -0.9312 0.13 -0.42 -0.61 -0.044
O -3.8342 1.6511 -2.3202 -0.37 -1.35 -0.40 0.028
C -2.9846 2.4815 -3.1384 0.88 0.33 0.55 -0.007
H -4.8913 -1.4340 0.5507 -0.26 0.62 -0.55 0.105
H -3.7612 -0.1164 1.1121 -0.34 0.08 -0.03 0.099
H -3.2054 -1.3257 -0.0315 0.01 -0.47 0.61 0.084
H -3.4548 2.7112 -4.0945 -0.30 -0.45 0.29 0.103
H -2.0009 2.0390 -3.2954 -0.16 -0.28 -0.03 0.043
H -2.8295 3.4199 -2.6059 -0.10 0.05 0.04 0.096
C -0.2045 -3.5885 0.7772 0.48 -0.83 -1.73 -0.002
O -0.2959 -2.6039 1.7949 0.22 0.48 0.37 0.019
C -0.1041 -1.3199 1.5348 -0.97 -0.17 0.07 -0.457
O -0.2126 -0.8245 0.3844 0.61 -1.17 3.31 -0.013
O 0.0742 -0.6209 2.6812 0.37 0.56 -2.26 0.005
C 0.0221 -1.2529 3.9617 -1.09 -0.82 1.05 -0.018
H 0.7916 -4.0306 0.7601 0.26 0.50 0.10 0.107
H -0.4271 -3.1721 -0.2053 0.06 0.14 0.13 0.103
H -0.8286 -4.4742 0.8958 -0.60 0.63 0.80 0.107
H -0.8944 -1.8425 3.9816 0.39 -0.48 0.07 0.104
H -0.1323 -0.5576 4.7868 0.15 0.87 -0.74 0.104
H 0.9073 -1.8093 4.2698 0.01 -0.24 -0.78 0.108
C 3.4557 1.7021 -2.7016 0.13 -2.36 -2.42 -0.017
O 4.0594 1.3347 -1.4567 0.11 1.93 -0.28 0.074
C 3.3580 0.8368 -0.5086 0.43 -0.78 1.53 -0.542
O 2.1697 0.4967 -0.5151 1.00 0.71 0.47 -0.036
O 4.2083 0.6903 0.5299 0.29 -0.55 -1.62 0.031
C 3.7268 0.4532 1.8127 -1.19 0.91 1.38 -0.041
H 2.5313 2.2630 -2.8396 0.01 0.06 1.32 0.087
H 3.3063 0.7033 -3.1116 -0.83 0.15 -0.52 0.093
H 4.1800 2.0836 -3.4213 0.51 0.48 0.94 0.106
H 3.0329 1.2835 1.9436 -0.63 -0.39 0.76 0.090
H 4.4817 0.6051 2.5841 0.52 0.02 -0.64 0.108
H 3.2857 -0.5193 2.0312 -0.19 -0.03 -0.62 0.100



Record 3
70
Properties=species:S:1:pos:R:3:forces:R:3:lowdin_charge:R:1 method="wB97M-V/def2-TZVPD" lumo_ha="0.11797 / 0.11797" e_homo_ha="-0.054 / -0.054" total_charge=-2 de_lowest_kcal_mol=39.98 orbital_gap_ev="4.7 / 4.7"
Pd -0.2398 0.0664 -0.9772 -0.99 0.14 -1.30 0.564
Br -4.8597 1.0358 6.1968 -0.04 0.00 -0.09 0.686
C -5.6234 0.8814 4.4577 0.03 0.01 0.08 -0.698
C -5.2659 1.7858 3.4713 0.03 0.02 -0.03 -0.119
C -5.8100 1.6658 2.2038 0.04 0.04 -0.03 -0.018
C -6.7224 0.6484 1.9147 0.29 0.02 0.42 -0.312
C -7.0903 -0.2239 2.9375 -0.06 -0.03 -0.10 -0.048
C -6.5346 -0.1260 4.2029 -0.01 -0.01 0.00 -0.138
N -7.4402 0.5766 0.7030 -0.17 -0.07 -0.47 0.038
N -6.9208 0.7609 -0.4272 -0.52 0.07 0.14 0.050
C -5.5608 0.8012 -0.6783 0.60 -0.06 -0.01 -0.278
C -5.1666 1.7131 -1.6621 -0.20 -0.10 0.08 -0.034
C -3.8520 2.0051 -1.9516 0.15 -0.01 0.03 -0.007
C -2.8010 1.3239 -1.2996 -0.08 0.17 -0.01 -0.357
O -1.5785 1.5777 -1.5136 0.04 -0.25 -0.11 -0.174
C -3.1957 0.2692 -0.3698 0.02 -0.06 0.07 -0.134
N -2.1740 -0.4384 0.1599 0.17 -0.04 0.27 0.045
C -2.4225 -1.4809 0.9167 0.04 0.09 -0.05 -0.121
C -3.7313 -1.9081 1.1761 -0.12 0.01 0.00 -0.045
C -4.7824 -1.1811 0.6828 0.02 -0.08 0.08 -0.015
C -4.5461 -0.0196 -0.0802 0.01 0.20 -0.11 -0.105
H -4.5555 2.5722 3.6869 0.00 0.00 -0.01 0.101
H -5.5164 2.3620 1.4288 -0.01 -0.01 0.01 0.122
H -7.8302 -0.9845 2.7185 0.01 -0.01 0.02 0.110
H -6.8150 -0.8177 4.9857 0.00 -0.01 -0.02 0.095
H -5.9639 2.2383 -2.1768 0.01 0.00 0.00 0.108
H -3.5898 2.7308 -2.7091 0.00 0.01 0.01 0.112
H -1.5617 -2.0089 1.3105 0.01 0.00 0.00 0.110
H -3.9005 -2.8064 1.7551 0.00 0.00 0.00 0.100
H -5.7965 -1.5128 0.8541 -0.02 0.00 0.01 0.106
Se 2.0279 1.4611 -6.4277 0.00 0.15 -0.08 -0.294
Sb 2.8741 -0.3541 -5.1082 -0.42 0.10 0.05 -0.299
Se 0.5924 -0.0277 -3.3274 -0.05 0.07 0.52 0.087
Se 5.0152 -0.0896 -4.0612 0.26 0.02 0.01 -0.116
Se 2.3591 -2.5362 -5.9924 0.00 -0.19 0.02 -0.248
O 1.0963 -1.2607 -0.3550 0.18 0.23 -0.21 -0.484
P 2.4428 -0.5425 -0.5151 1.04 -0.35 0.55 0.814
C 3.0025 -0.4034 1.2308 -0.04 -0.15 0.05 -0.252
C 3.2026 0.8051 1.8879 0.02 0.03 -0.02 -0.063
C 3.5191 0.8290 3.2416 0.00 -0.01 0.01 -0.090
C 3.6432 -0.3550 3.9509 0.00 0.01 -0.01 -0.107
C 3.4354 -1.5690 3.3064 -0.01 0.00 -0.03 -0.092
C 3.1087 -1.5903 1.9601 -0.01 0.03 0.05 -0.084
C 3.5602 -1.7727 -1.2361 -0.09 -0.08 0.03 -0.311
C 3.0634 -2.5775 -2.2603 0.07 0.04 0.06 -0.143
C 3.8620 -3.5697 -2.8119 0.02 0.04 0.05 -0.109
C 5.1489 -3.7686 -2.3389 -0.06 -0.05 -0.09 -0.093
C 5.6412 -2.9843 -1.3080 0.05 0.06 0.10 -0.101
C 4.8498 -1.9931 -0.7523 -0.07 -0.03 0.02 -0.127
C 2.9253 1.1240 -1.0962 -0.09 -0.14 -0.09 -0.347
C 4.3066 1.3164 -1.1260 -0.09 0.19 -0.04 -0.172
C 4.8373 2.5561 -1.4462 -0.01 -0.03 0.04 -0.106
C 3.9956 3.6131 -1.7478 0.00 0.01 -0.02 -0.087
C 2.6224 3.4255 -1.7268 -0.03 -0.01 0.00 -0.070
C 2.0853 2.1862 -1.4085 0.10 0.12 0.13 -0.139
H 3.1156 1.7369 1.3425 0.00 -0.03 0.00 0.105
H 3.6695 1.7800 3.7381 0.00 -0.01 0.00 0.096
H 3.8977 -0.3348 5.0039 0.00 0.00 0.00 0.092
H 3.5250 -2.4994 3.8541 0.00 0.00 0.00 0.096
H 2.9364 -2.5364 1.4615 0.00 0.00 -0.02 0.113
H 2.0702 -2.3987 -2.6557 -0.03 -0.02 0.00 0.040
H 3.4807 -4.1363 -3.6489 -0.01 -0.01 -0.03 0.059
H 5.7795 -4.5260 -2.7892 -0.01 0.00 0.00 0.097
H 6.6475 -3.1383 -0.9361 0.00 0.01 0.00 0.094
H 5.2369 -1.4075 0.0723 0.01 0.04 0.00 0.099
H 4.9808 0.5012 -0.9311 0.08 -0.11 0.01 0.073
H 5.9115 2.6731 -1.5064 0.00 0.00 -0.01 0.100
H 4.4105 4.5719 -2.0343 -0.01 0.01 0.01 0.096
H 1.9523 4.2327 -1.9928 0.01 0.01 0.00 0.103
H 1.0161 2.0536 -1.4270 -0.03 0.03 -0.01 0.026



Record 4
18
Properties=species:S:1:pos:R:3:forces:R:3:lowdin_charge:R:1 method="wB97M-V/def2-TZVPD" lumo_ha=-0.13234 e_homo_ha=-0.511 total_charge=+1 de_lowest_kcal_mol=28.08 orbital_gap_ev=10.3
C 0.5632 0.3738 1.1417 -0.65 1.60 0.01 -0.053
N 0.6910 1.8930 0.6948 0.24 -1.30 0.33 0.077
C 0.1796 1.9848 -0.6918 -1.06 1.41 -1.26 -0.143
C 0.1981 0.6470 -1.3567 1.42 -2.35 1.39 -0.112
C 0.2742 -0.3755 -0.1173 0.40 -0.44 -1.77 -0.140
H -0.2499 0.3536 1.8526 0.16 -0.21 0.43 0.130
H 1.5485 0.1693 1.5399 -0.21 -0.31 0.49 0.129
H 0.2170 2.6175 1.2334 -0.02 -0.45 0.52 0.181
H 1.6925 2.0362 0.8189 -0.05 0.61 -0.62 0.176
H -0.8674 2.2972 -0.6615 0.08 0.10 0.55 0.143
H 0.6844 2.8252 -1.1724 0.20 -0.37 -0.25 0.142
H 1.0893 0.4279 -1.9422 -0.01 0.48 -0.17 0.117
H -0.6528 0.3010 -1.9292 -0.28 0.87 -0.20 0.121
H -0.6012 -1.0162 -0.1406 -0.31 0.30 0.60 0.115
H 1.0893 -1.0735 -0.2995 0.08 0.05 -0.08 0.117
H -1.3332 -4.8924 0.5930 0.20 -0.24 0.13 0.026
H -2.5048 -3.9405 0.4594 0.06 -0.39 -0.25 0.034
O -2.0177 -4.6285 -0.0222 -0.27 0.64 0.14 -0.060



Number 1: energy -436.77892 a.u.. Number 2: energy -1988.74474 a.u.. Number 3: energy -14476.00734 a.u.. Number 4: energy -289.33011 a.u..